[1]
DFT (wB97M-V/def2-TZVPD) results for a cluster of 2 separate species, C2H4ClFO2 in total.

For the LUMO energy, the calculation gives 0.39 eV. Its energy above the lowest of the compared OMol25 structures with the same formula, charge and spin is 1.328 eV. As for the SMILES: O/C=C(/O)Cl.F. As for the spin multiplicity: 1. For the HOMO-LUMO gap, the calculation gives 9.545 eV.

Positions of all 10 atoms, in Å:
C (0.65369, 1.23993, -0.16057)
C (-0.21387, 0.27186, -0.02214)
O (1.48184, 1.44509, -1.15594)
O (-1.06973, -0.10982, 0.95520)
F (-0.99309, -3.06832, 0.73124)
Cl (-0.13817, -1.05001, -1.20443)
H (0.58783, 2.10849, 0.37732)
H (-0.80319, -2.16769, 0.54084)
H (1.81897, 0.68924, -1.54592)
H (-1.32428, 0.64122, 1.48440)

Löwdin atomic charge list, values in e, 4 entries: number 1, C, carries -0.2555; number 2, C, carries -0.6628; number 3, O, carries 0.0531; number 4, O, carries -0.0136

=====

[2]
DFT (wB97M-V/def2-TZVPD) results for a cluster of 2 separate species, C2H4ClFO2 in total.

For the LUMO energy, the calculation gives 0.54 eV. Its energy above the lowest of the compared OMol25 structures with the same formula, charge and spin is 3.028 eV. As for the spin multiplicity: 1. For the HOMO-LUMO gap, the calculation gives 8.876 eV.

Positions of all 10 atoms, in Å:
C (0.32536, -0.75021, -0.37886)
C (-0.65755, 1.29727, -0.49141)
O (0.31871, -1.00091, 0.96683)
O (-0.10939, 1.90155, 0.60961)
F (-0.09989, 1.79268, -1.62840)
Cl (-2.42767, 1.13237, -0.48145)
H (-0.24585, -1.23401, -1.19235)
H (1.16602, -0.44687, -0.85351)
H (-0.46965, -1.34043, 1.44880)
H (-0.62960, 2.68713, 0.80506)

Löwdin atomic charge list, values in e, 4 entries: number 1, C, carries -0.0602; number 2, C, carries -0.8435; number 3, O, carries -0.0436; number 4, O, carries -0.0192

=====

[3]
DFT (wB97M-V/def2-TZVPD) results for the ion C2H4ClN2 with charge +1.

For the LUMO energy, the calculation gives -6.10 eV. Its energy above the lowest of the compared OMol25 structures with the same formula, charge and spin is 3.243 eV. The total charge is +1. As for the SMILES: CN1[NH+]=C1Cl. As for the spin multiplicity: 1. For the HOMO-LUMO gap, the calculation gives 9.529 eV.

Positions of all 9 atoms, in Å:
C (1.30151, -0.08145, -0.04757)
C (-1.10982, 0.45803, 0.50218)
N (0.08221, 0.26732, -0.17302)
N (0.58237, -1.03974, -0.74208)
Cl (2.88189, 0.27581, 0.06989)
H (-1.11426, 1.33729, 1.13449)
H (-1.99694, 0.42511, -0.09417)
H (-1.17183, -0.45826, 1.12026)
H (0.54488, -1.18411, -1.76998)

Löwdin atomic charge list, values in e, 4 entries: number 1, C, carries -0.6852; number 2, C, carries -0.0008; number 3, N, carries -0.0044; number 4, N, carries 0.1831

=====

[4]
DFT (wB97M-V/def2-TZVPD) results for a structure of composition C2H4ClN2.

For the LUMO energy (spin up / spin down), the calculation gives -6.98 / -6.98 eV. Its energy above the lowest of the compared OMol25 structures with the same formula, charge and spin is 4.332 eV. The total charge is +1. As for the spin multiplicity: 1. For the HOMO-LUMO gap (spin up / spin down), the calculation gives 7.380 / 7.378 eV.

Positions of all 9 atoms, in Å:
C (-1.07103, 1.00695, -0.04337)
C (0.60137, -1.55802, 0.04686)
N (1.26483, 1.31921, -0.02325)
N (0.13984, 1.27926, 0.03061)
Cl (2.03673, -0.81533, -0.01018)
H (-1.50096, 1.53067, -0.93451)
H (-1.51365, 0.60525, 0.88562)
H (0.18344, -1.89664, -0.95838)
H (-0.14055, -1.47134, 1.00660)

Löwdin atomic charge list, values in e, 4 entries: number 1, C, carries 0.0482; number 2, C, carries -0.3660; number 3, N, carries 0.1053; number 4, N, carries -0.1878

=====

[5]
DFT (wB97M-V/def2-TZVPD) results for a cluster of 2 separate species, C2H4ClN2 in total.

For the LUMO energy (spin up / spin down), the calculation gives -6.86 / -6.86 eV. Its energy above the lowest of the compared OMol25 structures with the same formula, charge and spin is 3.825 eV. The total charge is +1. As for the spin multiplicity: 1. For the HOMO-LUMO gap (spin up / spin down), the calculation gives 7.879 / 7.876 eV.

Positions of all 9 atoms, in Å:
C (0.92357, -1.04621, -0.00704)
C (-0.36599, 1.42558, 0.04712)
N (-1.41467, -1.43156, -0.00805)
N (-0.28771, -1.42986, 0.02776)
Cl (-1.92654, 1.03368, -0.00979)
H (1.37912, -1.07032, -0.91765)
H (1.54469, -1.06992, 0.81556)
H (0.05254, 1.47111, -0.83730)
H (0.09499, 2.11749, 0.88938)

Löwdin atomic charge list, values in e, 4 entries: number 1, C, carries 0.0705; number 2, C, carries -0.3574; number 3, N, carries 0.2039; number 4, N, carries -0.1130

=====

[6]
DFT (wB97M-V/def2-TZVPD) results for a structure of composition C2H4ClN2S2.

For the LUMO energy, the calculation gives -6.56 eV. Its energy above the lowest of the compared OMol25 structures with the same formula, charge and spin is 1.196 eV. The total charge is +1. As for the spin multiplicity: 1. For the HOMO-LUMO gap, the calculation gives 7.712 eV.

Positions of all 11 atoms, in Å:
C (1.04133, -0.50160, -0.64056)
C (0.19717, 0.10787, 0.55822)
N (2.24286, -0.83718, -0.39585)
N (0.44376, -0.60954, -1.84829)
S (1.26145, -1.34085, -3.18284)
S (3.09418, -1.47195, -2.39198)
Cl (3.84783, 0.38754, -2.65844)
H (-0.00194, 1.15760, 0.12242)
H (0.83904, 0.20886, 1.55268)
H (-0.70834, -0.48163, 0.78700)
H (-0.51203, -0.23148, -2.00249)

Löwdin atomic charge list, values in e, 4 entries: number 1, C, carries -0.5791; number 2, C, carries 0.0275; number 3, N, carries 0.0968; number 4, N, carries -0.3094

=====

[7]
DFT (wB97M-V/def2-TZVPD) results for a cluster of 2 separate species, C2H4ClN3O in total.

For the LUMO energy, the calculation gives 0.56 eV. Its energy above the lowest of the compared OMol25 structures with the same formula, charge and spin is 0.285 eV. As for the SMILES: O=C1CN=NN1.Cl. As for the spin multiplicity: 1. For the HOMO-LUMO gap, the calculation gives 10.253 eV.

Positions of all 11 atoms, in Å:
C (-0.12453, 0.33773, -0.10701)
C (1.34642, 0.76099, -0.14020)
N (-0.03004, -1.11705, 0.00509)
N (1.14607, -1.49128, -0.01906)
N (2.01677, -0.46752, 0.00694)
O (1.87097, 1.84208, 0.03976)
Cl (-3.89531, 0.24932, -0.04595)
H (-0.57389, 0.59551, 0.93015)
H (-0.68718, 0.70176, -0.99947)
H (3.00366, -0.53967, -0.26046)
H (-4.07295, -0.87186, 0.59020)

Löwdin atomic charge list, values in e, 4 entries: number 1, C, carries -0.1196; number 2, C, carries -0.4323; number 3, N, carries -0.0215; number 4, N, carries -0.0241

=====

[8]
DFT (wB97M-V/def2-TZVPD) results for a cluster of 2 separate species, C2H4ClN3O2 in total.

For the LUMO energy (spin up / spin down), the calculation gives -0.16 / -0.72 eV. Its energy above the lowest of the compared OMol25 structures with the same formula, charge and spin is 5.874 eV. As for the spin multiplicity: 1. For the HOMO-LUMO gap (spin up / spin down), the calculation gives 8.473 / 6.756 eV.

Positions of all 12 atoms, in Å:
C (-0.04453, -0.09544, -1.11016)
C (0.63116, 0.84677, -0.01760)
N (-0.06481, -1.09720, -0.17115)
N (0.18541, -0.21131, 0.94414)
N (-2.20171, 0.67698, -0.10457)
O (-2.13676, 1.80412, 0.22075)
O (-2.93113, -0.23332, 0.19094)
Cl (2.41114, 1.11164, 0.02071)
H (-0.14201, 0.00622, -2.14340)
H (0.13972, 1.80851, 0.01110)
H (-0.62819, -1.92278, -0.04935)
H (1.00483, -0.46154, 1.44724)

Löwdin atomic charge list, values in e, 4 entries: number 1, C, carries -0.0098; number 2, C, carries -0.6381; number 3, N, carries -0.0056; number 4, N, carries -0.0062

=====

[9]
DFT (wB97M-V/def2-TZVPD) results for an isolated molecule of C2H4ClNO2.

For the LUMO energy, the calculation gives 0.13 eV. Its energy above the lowest of the compared OMol25 structures with the same formula, charge and spin is 3.081 eV. As for the SMILES: CC(=O)N(O)Cl. As for the spin multiplicity: 1. For the HOMO-LUMO gap, the calculation gives 9.720 eV.

Positions of all 10 atoms, in Å:
C (1.12344, -0.73307, 0.45199)
C (-0.06307, 0.17042, 0.80417)
N (1.14665, -1.47786, -0.66092)
O (1.97301, -0.89791, 1.30402)
O (0.30285, -1.43162, -1.61865)
Cl (2.57047, -2.61453, -0.77215)
H (-0.83204, -0.61024, 1.07035)
H (0.33792, 0.72795, 1.62684)
H (-0.39995, 0.80504, 0.03013)
H (0.69924, -1.07982, -2.50036)

Löwdin atomic charge list, values in e, 4 entries: number 1, C, carries -0.5914; number 2, C, carries 0.0276; number 3, N, carries -0.4909; number 4, O, carries 0.0018

=====

[10]
DFT (wB97M-V/def2-TZVPD) results for a cluster of 2 separate species, C2H4ClNO3 in total.

For the LUMO energy, the calculation gives -0.27 eV. Its energy above the lowest of the compared OMol25 structures with the same formula, charge and spin is 5.731 eV. As for the spin multiplicity: 1. For the HOMO-LUMO gap, the calculation gives 10.879 eV.

Positions of all 11 atoms, in Å:
C (0.13955, -0.03863, -1.03913)
C (0.03104, -0.74549, 0.32387)
N (0.38075, 0.23370, 1.41623)
O (0.93356, -0.13531, 2.40003)
O (0.11541, 1.36811, 1.17643)
O (-0.91170, 0.83319, -1.37557)
Cl (0.92055, -2.17304, 0.48101)
H (-0.10449, -0.77886, -1.82204)
H (1.01687, 0.44908, -1.24850)
H (-1.43978, -0.62309, 0.50713)
H (-1.08174, 1.61034, -0.81947)

Löwdin atomic charge list, values in e, 4 entries: number 1, C, carries -0.2941; number 2, C, carries -0.6657; number 3, N, carries -0.4794; number 4, O, carries 0.0738